Entry 1:
C30H30IrNP2Se3Te | ωB97M-V with the def2-TZVPD basis set

Output
Multiplicity: 5
E_tot in eV: -257836.0086
ΔE to the lowest compared entry with this formula, charge and spin in kJ/mol: 0.00
Highest occupied orbital energy (spin up / spin down) in Ha: -0.22773 / -0.28346
Gap between HOMO and LUMO (spin up / spin down) in eV: 6.43 / 6.10
Strongest force on any atom in eV/Å: 1.1

Last column: Mulliken charge in e.
Geometry (Å):
Ir  1.975  -0.117  1.274  1.904
Se  1.877  -1.248  3.496  -0.116
Se  3.999  -1.737  3.965  -0.300
Te  5.544  0.485  2.909  -0.020
Se  3.688  1.550  1.769  -0.265
N  -0.734  0.151  0.056  0.118
P  0.174  -1.267  0.329  -1.705
C  0.265  -2.187  -1.234  0.937
C  -0.810  -2.275  -2.111  -0.750
C  -0.719  -3.083  -3.233  -0.658
C  0.433  -3.820  -3.470  -0.479
C  1.504  -3.741  -2.590  -0.713
C  1.421  -2.922  -1.475  -0.116
C  -0.955  -2.403  1.207  1.223
C  -0.404  -3.615  1.622  -0.568
C  -1.208  -4.593  2.181  -0.769
C  -2.569  -4.367  2.331  -0.508
C  -3.118  -3.154  1.944  -0.693
C  -2.313  -2.174  1.382  -0.110
P  -0.084  1.349  1.082  -0.173
C  -1.011  1.256  2.658  0.615
C  -0.289  1.424  3.836  -0.364
C  -0.929  1.363  5.065  -0.724
C  -2.294  1.126  5.120  -0.494
C  -3.024  0.985  3.948  -0.709
C  -2.388  1.061  2.720  -0.279
C  -0.772  2.904  0.446  0.374
C  -1.438  3.034  -0.767  -0.199
C  -1.938  4.271  -1.150  -0.680
C  -1.759  5.381  -0.341  -0.424
C  -1.061  5.264  0.855  -0.666
C  -0.566  4.032  1.244  -0.596
H  -1.716  0.138  -0.187  0.560
H  -1.719  -1.716  -1.921  0.270
H  -1.551  -3.150  -3.922  0.434
H  0.498  -4.456  -4.343  0.381
H  2.403  -4.314  -2.779  0.418
H  2.258  -2.836  -0.792  0.370
H  0.657  -3.795  1.484  0.427
H  -0.778  -5.536  2.494  0.424
H  -3.204  -5.140  2.745  0.382
H  -4.178  -2.972  2.071  0.439
H  -2.762  -1.240  1.070  0.028
H  0.779  1.605  3.783  0.518
H  -0.361  1.497  5.977  0.438
H  -2.790  1.058  6.079  0.393
H  -4.093  0.820  3.997  0.427
H  -2.968  0.995  1.806  0.420
H  -1.556  2.174  -1.415  0.300
H  -2.469  4.365  -2.089  0.410
H  -2.155  6.341  -0.645  0.385
H  -0.902  6.132  1.481  0.400
H  -0.014  3.930  2.171  0.380
C  0.979  0.974  -3.859  -1.282
C  2.399  0.821  -3.296  2.187
C  3.157  2.149  -3.419  -1.759
C  3.153  -0.290  -4.036  -1.505
C  2.293  0.474  -1.868  -0.144
C  2.204  0.259  -0.680  -0.749
H  1.009  1.249  -4.917  0.431
H  0.445  1.754  -3.313  0.177
H  0.427  0.040  -3.756  0.220
H  3.328  2.402  -4.468  0.418
H  4.122  2.085  -2.914  0.358
H  2.583  2.950  -2.951  0.356
H  3.310  -0.017  -5.083  0.415
H  2.591  -1.223  -4.001  0.244
H  4.125  -0.458  -3.571  0.333

Entry 2:
C48H44BBrF9IO18P3S | ωB97M-V with the def2-TZVPD basis set

Output
Multiplicity: 1
E_tot in eV: -229311.3899
Net charge: -1
Highest occupied orbital energy in Ha: -0.15747
Gap between HOMO and LUMO in eV: 3.69
Strongest force on any atom in eV/Å: 5.4

Last column: Mulliken charge in e.
Geometry (Å):
C  5.517  1.004  6.517  -1.049
C  5.855  0.615  4.932  -0.149
C  4.512  0.402  4.012  -0.709
C  4.788  0.271  2.401  0.739
P  4.280  2.057  1.805  0.319
O  4.741  2.280  0.123  -0.520
Br  5.430  3.651  2.943  -0.322
C  6.270  -0.201  1.856  -0.558
O  6.074  -1.275  0.826  -0.629
P  4.412  -1.894  0.709  0.081
S  5.244  -3.388  -0.650  -0.406
C  3.848  -0.767  -0.735  -0.433
C  3.157  -1.540  -1.998  -0.555
C  2.028  -0.687  -2.825  0.878
F  1.428  0.452  -2.033  -0.229
F  2.808  0.030  -3.908  -0.355
C  0.920  -1.582  -3.634  0.239
F  1.658  -2.502  -4.561  -0.199
F  0.246  -0.600  -4.571  -0.313
C  -0.270  -2.255  -2.774  0.736
F  -0.671  -1.504  -1.526  -0.093
F  -1.507  -2.165  -3.645  -0.333
C  -0.153  -3.810  -2.348  0.544
F  -1.158  -4.635  -3.103  -0.254
F  -0.566  -3.945  -0.900  -0.228
F  1.146  -4.476  -2.478  -0.185
B  5.076  -3.143  2.058  0.984
O  5.357  -4.537  1.584  -0.395
O  5.275  -2.793  3.478  -0.229
C  5.940  -3.940  4.150  -0.738
P  2.516  -2.890  1.097  -0.190
O  2.550  -3.814  2.611  -0.471
I  0.906  -1.029  1.501  0.018
O  3.806  -0.716  1.889  -0.245
H  6.527  0.973  7.140  0.317
H  5.028  2.080  6.600  0.242
H  4.713  0.243  6.900  0.268
H  6.571  1.470  4.550  0.220
H  6.522  -0.371  4.962  0.118
H  3.747  1.283  4.263  0.291
H  3.985  -0.585  4.411  0.153
H  5.661  2.698  0.106  0.314
H  7.113  -0.426  2.638  0.180
H  6.610  0.726  1.189  0.194
H  6.649  -3.244  -0.410  0.107
H  3.226  0.099  -0.260  -0.054
H  4.843  -0.261  -1.157  0.317
H  4.040  -1.748  -2.776  0.220
H  2.700  -2.589  -1.760  0.203
H  4.679  -5.181  1.959  0.283
H  5.204  -4.852  4.164  0.235
H  6.240  -3.549  5.223  0.181
H  6.974  -4.182  3.605  0.254
H  1.864  -3.394  3.222  0.303
C  -1.071  2.275  0.797  -0.326
C  -1.547  3.164  -0.080  -0.440
C  -1.226  4.600  0.034  0.180
O  -1.664  5.415  -0.767  -0.628
C  -0.356  5.015  1.153  -0.533
C  0.121  4.126  2.029  -0.389
C  -0.201  2.690  1.916  0.754
O  0.237  1.875  2.716  -0.570
H  -1.297  1.218  0.729  0.499
H  -2.186  2.875  -0.906  0.575
H  -0.130  6.072  1.221  0.415
H  0.759  4.415  2.856  0.564
C  4.680  -2.599  -6.504  -0.241
C  3.699  -3.341  -7.027  -0.274
C  3.961  -4.296  -8.121  0.254
O  3.063  -4.974  -8.602  -0.558
C  5.348  -4.402  -8.614  -0.394
C  6.330  -3.660  -8.091  -0.389
C  6.068  -2.705  -6.997  0.291
O  6.966  -2.027  -6.516  -0.552
H  4.505  -1.893  -5.701  0.480
H  2.676  -3.275  -6.676  0.555
H  5.523  -5.108  -9.416  0.398
H  7.353  -3.725  -8.442  0.400
C  -3.341  3.576  6.827  -0.423
C  -4.322  2.835  6.304  -0.246
C  -4.060  1.879  5.209  0.226
O  -4.958  1.202  4.729  -0.604
C  -2.673  1.774  4.716  -0.338
C  -1.691  2.515  5.239  -0.401
C  -1.953  3.471  6.334  0.238
O  -1.055  4.148  6.814  -0.580
H  -3.516  4.282  7.629  0.427
H  -5.345  2.900  6.655  0.465
H  -2.498  1.068  3.914  0.602
H  -0.668  2.450  4.888  0.650
C  -6.858  5.012  3.328  -0.371
C  -5.554  4.831  3.559  -0.220
C  -4.588  5.938  3.412  0.185
O  -3.395  5.772  3.621  -0.492
C  -5.119  7.252  3.000  -0.406
C  -6.423  7.434  2.768  -0.400
C  -7.389  6.327  2.916  0.330
O  -8.582  6.493  2.706  -0.572
H  -7.579  4.211  3.431  0.489
H  -5.149  3.873  3.863  0.589
H  -4.398  8.054  2.897  0.435
H  -6.828  8.392  2.465  0.408
C  -5.131  -1.192  -1.871  -0.367
C  -4.057  -0.545  -1.406  -0.283
C  -4.183  0.763  -0.734  -0.030
O  -3.201  1.357  -0.310  -0.262
C  -5.540  1.328  -0.594  -0.464
C  -6.613  0.682  -1.059  -0.559
C  -6.487  -0.627  -1.731  0.451
O  -7.470  -1.220  -2.155  -0.676
H  -5.056  -2.152  -2.367  0.432
H  -3.055  -0.946  -1.500  0.617
H  -5.614  2.288  -0.098  0.508
H  -7.615  1.083  -0.964  0.435
C  -7.334  -2.274  -4.845  -0.030
C  -8.316  -3.016  -5.368  -0.465
C  -8.054  -3.971  -6.462  0.359
O  -8.952  -4.649  -6.943  -0.573
C  -6.666  -4.077  -6.955  -0.387
C  -5.685  -3.335  -6.432  -0.440
C  -5.947  -2.380  -5.338  0.491
O  -5.049  -1.702  -4.857  -0.514
H  -7.509  -1.568  -4.042  0.313
H  -9.339  -2.950  -5.017  0.432
H  -6.491  -4.783  -7.758  0.403
H  -4.662  -3.400  -6.783  0.449